70
Properties=species:S:1:pos:R:3:forces:R:3 method="wB97M-V/def2-TZVPD" homo_energy_ha="-0.2094 / -0.2098" fmax_ev_per_a=0.53 lumo_ev="1.67 / 1.75" charge=-1 de_lowest_kj_mol=51.82 e_tot_ev=-107810.1419 spin_multiplicity=5
Mn -0.22549 -0.60629 -0.23842 0.0 0.2 0.5
C -5.17871 3.78175 0.35716 0.0 0.0 0.0
C -4.42992 2.83780 -0.54367 0.0 0.0 0.0
C -4.85132 1.51854 -0.68735 0.0 0.0 0.0
C -4.15102 0.63257 -1.48810 0.1 0.0 0.0
C -3.01829 1.08083 -2.15043 -0.1 0.0 0.0
C -2.58114 2.39105 -2.03164 0.0 0.0 0.0
C -3.29225 3.26313 -1.22435 0.0 0.0 0.0
S -2.12959 -0.03186 -3.17590 0.0 -0.1 0.1
O -1.56086 0.70082 -4.28089 0.0 0.0 0.0
O -2.97636 -1.15219 -3.50218 0.0 0.1 0.0
N -0.94057 -0.51358 -2.17283 -0.1 0.1 -0.2
C -0.00861 -1.39244 -2.63973 0.1 0.0 0.0
C 0.21800 -1.92423 -3.91802 0.0 0.0 0.0
C 1.28417 -2.78264 -4.05478 0.0 0.0 0.0
C 2.10855 -3.10877 -2.97051 0.0 0.0 0.1
C 1.81739 -2.54888 -1.74683 0.0 0.0 -0.1
N 0.78099 -1.72945 -1.61026 0.1 -0.3 0.1
H -6.10594 4.12013 -0.11109 0.0 0.0 0.0
H -4.57587 4.65974 0.58815 0.0 0.0 0.0
H -5.45028 3.29232 1.29453 0.0 0.0 0.0
H -5.71183 1.16617 -0.13254 0.0 0.0 0.0
H -4.45449 -0.40136 -1.58207 0.0 0.0 0.0
H -1.68442 2.71422 -2.54380 0.0 0.0 0.0
H -2.93211 4.27491 -1.08807 0.0 0.0 0.0
H -0.41731 -1.65442 -4.74712 0.0 0.0 0.0
H 1.49086 -3.21090 -5.02827 0.0 0.0 0.0
H 2.94984 -3.77699 -3.07979 0.0 0.0 0.0
H 2.39838 -2.72873 -0.85116 0.0 0.0 0.0
N -2.30672 1.42085 1.83889 0.0 0.0 -0.1
C -1.33357 2.09841 1.12902 0.0 0.0 0.1
N -1.21522 3.41501 1.14685 0.0 0.0 0.0
N -0.17192 3.65674 0.32737 0.1 0.0 0.2
N 0.31331 2.55625 -0.12523 -0.2 0.0 -0.2
N -0.40885 1.51505 0.36910 0.0 0.0 -0.1
C -2.69142 0.14417 1.49631 0.1 -0.1 0.1
N -3.81570 -0.42295 1.88748 0.0 0.1 0.0
N -3.77088 -1.66453 1.35008 0.0 0.0 0.1
N -2.68643 -1.83885 0.69304 0.0 0.0 -0.1
N -1.95878 -0.69089 0.76031 -0.2 -0.2 -0.2
H -3.03389 1.99866 2.22652 0.0 0.0 0.0
C 3.70884 3.73972 -2.97877 0.0 0.0 0.0
C 3.82798 2.22103 -2.90117 0.0 0.0 0.0
C 3.30262 1.66224 -1.61857 0.0 0.0 -0.1
N 2.55495 0.62048 -1.55143 0.0 0.1 0.1
N 2.14887 0.32659 -0.27494 0.0 0.1 -0.1
C 2.61215 1.16137 0.60643 0.0 0.0 -0.1
N 2.34529 1.08219 1.94503 0.1 -0.1 0.1
S 3.62050 2.38820 -0.07059 0.1 0.0 0.0
H 4.00781 4.09570 -3.96509 0.0 0.0 0.0
H 4.34834 4.23160 -2.24293 0.0 0.0 0.0
H 2.68202 4.05517 -2.79211 0.0 0.0 0.0
H 4.86898 1.91157 -3.03477 0.0 0.0 0.0
H 3.24973 1.74794 -3.69529 0.0 0.0 0.0
H 1.61700 0.40600 2.14854 0.0 0.0 0.0
H 2.20624 1.97137 2.39916 -0.1 0.0 0.0
N 3.69566 -5.88898 7.27445 0.0 0.0 0.0
C 3.23544 -5.27245 6.41955 0.0 0.0 0.0
C 2.66323 -4.50410 5.34965 0.0 0.0 0.0
C 2.95887 -3.14694 5.23240 0.0 0.0 0.0
C 2.41241 -2.41188 4.19882 0.0 0.0 0.0
C 1.56315 -3.01684 3.26688 0.0 0.0 0.0
C 1.27122 -4.37869 3.39709 0.0 0.0 0.0
C 1.81558 -5.11794 4.42865 0.0 0.0 0.0
C 1.00228 -2.26077 2.19240 0.0 0.1 -0.1
C 0.53457 -1.63050 1.26639 0.0 0.1 0.2
H 3.61656 -2.67776 5.95140 0.0 0.0 0.0
H 2.64544 -1.36063 4.09667 0.0 0.0 0.0
H 0.60565 -4.84272 2.68250 0.0 0.0 0.0
H 1.58690 -6.17015 4.52987 0.0 0.0 0.0